1.
{"formula": "C2H4O3S", "method": "ωB97M-V/def2-TZVPD", "de_lowest_kcal_mol": 65.4, "homo_lumo_gap_ha": [0.281, 0.292], "e_homo_ha": [-0.341, -0.340], "smiles": "CC(O)=S(=O)=O", "elements": ["C", "C", "O", "S", "O", "O", "H", "H", "H", "H"], "coordinates": [[1.1086, -0.5223, 0.0774], [-0.0620, 0.3525, 0.4550], [0.0772, 1.7638, 0.3050], [-1.5918, -0.1823, -0.3797], [-2.7109, 0.6657, -0.1210], [-1.7475, -1.5909, -0.1083], [0.9502, -1.5286, 0.6763], [2.0463, -0.0993, 0.1860], [0.9122, -0.7052, -0.9625], [1.0178, 1.8465, -0.1281]], "forces_ev_per_a": [[-3.1, -2.4, 1.4], [-0.1, 3.1, -1.3], [2.9, -3.1, -0.7], [0.2, -0.5, 1.0], [-0.5, 0.8, -0.1], [0.2, -0.5, -0.3], [0.7, 2.0, -1.3], [1.8, 0.9, 0.6], [0.5, -0.6, -0.6], [-2.5, 0.4, 1.2]], "lowdin_charge": [-0.09, -0.34, -0.04, 0.78, -0.35, -0.38, 0.14, 0.05, 0.07, 0.15]}


2.
{"formula": "C2H4O3Si", "method": "ωB97M-V/def2-TZVPD", "de_lowest_kcal_mol": 114.5, "homo_lumo_gap_ha": 0.327, "e_homo_ha": -0.329, "elements": ["C", "C", "O", "O", "O", "Si", "H", "H", "H", "H"], "coordinates": [[-1.9735, -0.6087, -0.0041], [1.3627, 0.1484, 0.8265], [-2.1607, -0.8666, 1.1502], [0.3815, -0.1447, -2.2695], [0.1831, 1.2681, -1.8713], [0.2066, 0.1546, -0.6580], [-2.6215, -0.5537, -0.9391], [1.0001, -0.7443, 1.5374], [2.3923, 0.2774, 0.7665], [1.2294, 1.0696, 1.4612]], "forces_ev_per_a": [[3.3, 1.4, -0.2], [-2.7, -0.5, 2.2], [-0.6, 0.0, -1.7], [0.7, -1.6, -0.4], [-0.2, 1.6, 0.4], [-2.5, -0.8, 1.5], [-0.1, -0.4, 1.3], [1.1, 1.8, -1.6], [2.1, -0.8, -0.8], [-0.9, -0.6, -0.6]], "lowdin_charge": [-0.19, -0.18, -0.03, -0.20, -0.20, 0.60, 0.08, 0.09, -0.01, 0.05]}


3.
{"formula": "C2H4O3Yb", "method": "ωB97M-V/def2-TZVPD", "de_lowest_kcal_mol": 0.0, "homo_lumo_gap_ha": 0.353, "charge": 2, "e_homo_ha": -0.722, "elements": ["O", "C", "Yb", "O", "O", "H", "C", "H", "H", "H"], "coordinates": [[1.1595, -0.1311, -0.8421], [0.3664, 0.5157, -0.1539], [3.0893, 1.3083, -0.7928], [-0.6615, 0.1002, 0.4672], [0.7752, 1.7533, 0.1240], [0.1636, 2.3360, 0.6029], [-1.1368, -1.2417, 0.1901], [-0.2866, -1.9284, 0.2366], [-1.8712, -1.4461, 0.9700], [-1.5979, -1.2664, -0.8021]], "forces_ev_per_a": [[0.6, 0.3, -0.4], [0.1, -1.5, 0.8], [-0.7, -0.4, -0.1], [0.0, 1.1, -0.4], [0.5, 1.3, 0.0], [-0.3, -0.1, 0.2], [-0.3, -1.1, -0.2], [-0.3, 0.1, 0.0], [0.2, 0.0, -0.2], [0.1, 0.1, 0.3]], "lowdin_charge": [0.00, -0.65, 1.86, 0.09, 0.08, 0.18, 0.07, 0.12, 0.12, 0.13]}


4.
{"formula": "C2H4O4S", "method": "ωB97M-V/def2-TZVPD", "de_lowest_kcal_mol": 39.5, "homo_lumo_gap_ha": 0.402, "e_homo_ha": -0.388, "smiles": "C=COS(=O)(=O)O", "elements": ["C", "C", "O", "S", "O", "O", "O", "H", "H", "H", "H"], "coordinates": [[-0.2697, -0.6477, 2.1827], [-0.5869, -0.2005, 0.9561], [0.2235, -0.5559, -0.1938], [0.1623, 0.6419, -1.3557], [-1.0819, 0.7513, -2.0326], [0.7406, 1.8911, -0.9505], [1.0906, -0.0060, -2.5540], [0.5864, -1.3686, 2.2732], [-0.8204, -0.2593, 3.0280], [-1.3296, 0.6539, 0.9360], [1.2849, -0.9001, -2.2895]], "forces_ev_per_a": [[1.0, -0.7, -2.0], [0.4, 1.1, 1.6], [-1.1, 1.8, -0.5], [0.6, 1.1, -2.4], [-0.9, -0.7, 1.1], [0.2, -1.6, 0.7], [-0.4, 0.6, 2.2], [-1.1, 0.8, 0.3], [0.0, -0.3, 0.0], [0.9, -1.3, -1.0], [0.4, -0.9, 0.0]], "lowdin_charge": [0.04, -0.21, -0.22, 0.63, -0.24, -0.24, -0.12, 0.09, 0.06, 0.14, 0.07]}


5.
{"formula": "C2H4O4S", "method": "ωB97M-V/def2-TZVPD", "de_lowest_kcal_mol": 51.1, "homo_lumo_gap_ha": 0.354, "e_homo_ha": -0.370, "elements": ["C", "C", "O", "O", "O", "O", "S", "H", "H", "H", "H"], "coordinates": [[0.9866, 1.1292, -0.0385], [0.7634, 1.4499, 1.3782], [0.9706, -2.7456, -2.2055], [1.2040, -1.5979, 0.3864], [2.2524, 0.6435, -0.3645], [-0.1949, 2.1239, 1.7156], [1.1369, -0.6525, -0.7002], [0.5083, 1.8270, -0.7442], [1.3175, 0.9940, 2.2079], [0.7802, -3.5807, -2.6350], [1.1856, -3.0914, -1.3793]], "forces_ev_per_a": [[0.1, -0.6, -1.0], [-2.3, -0.1, 1.4], [-0.5, -0.1, -2.1], [-0.1, -0.7, 0.1], [-0.2, -0.7, -0.9], [0.7, 0.0, -0.6], [0.7, 3.1, 1.4], [0.3, -0.2, 0.3], [0.8, -0.2, -0.5], [-0.3, 0.0, -0.9], [0.8, -0.5, 2.8]], "lowdin_charge": [-0.39, -0.23, -0.10, -0.44, -0.28, 0.05, 1.10, 0.13, 0.14, 0.06, -0.03]}


6.
{"formula": "C2H4OS", "method": "ωB97M-V/def2-TZVPD", "de_lowest_kcal_mol": 97.5, "homo_lumo_gap_ha": 0.327, "e_homo_ha": -0.326, "elements": ["C", "C", "O", "S", "H", "H", "H", "H"], "coordinates": [[0.4043, 0.9444, 0.4861], [-0.0920, -0.2921, -0.1404], [-0.0386, -1.5719, 0.2393], [1.1082, 0.6200, -1.1439], [-0.4060, 1.7900, 0.5081], [1.0956, 0.7616, 1.3932], [-1.8390, -0.2154, -0.8017], [-0.2325, -2.0366, -0.5406]], "forces_ev_per_a": [[-1.1, 0.2, 1.9], [-3.5, 1.1, -2.3], [1.1, 1.2, 2.0], [-0.2, -0.5, 0.0], [2.0, -1.6, 0.3], [-1.2, 0.7, -1.5], [3.3, 0.2, 1.2], [-0.4, -1.5, -1.5]], "lowdin_charge": [-0.47, -0.76, -0.02, 0.79, 0.11, 0.11, 0.17, 0.07]}


7.
{"formula": "C2H4OS", "method": "ωB97M-V/def2-TZVPD", "de_lowest_kcal_mol": 48.3, "homo_lumo_gap_ha": 0.333, "e_homo_ha": -0.308, "smiles": "O/C=C/S", "elements": ["O", "C", "C", "S", "H", "H", "H", "H"], "coordinates": [[1.6043, -0.4437, -0.2012], [0.2018, -0.0103, 0.0351], [-0.9327, -0.7585, -0.2861], [-2.5680, -0.2003, 0.0821], [1.7667, -0.9499, -1.0232], [0.0399, 0.5845, 0.8986], [-1.1331, -1.2854, -1.1485], [-2.1581, 0.9762, 0.7102]], "forces_ev_per_a": [[-2.5, 1.3, 0.3], [0.0, -4.9, -1.1], [1.8, 3.8, 0.6], [0.4, 1.4, 1.2], [-0.9, 0.5, 0.5], [0.9, 1.0, 0.5], [0.8, -2.1, -1.7], [-0.6, -1.0, -0.4]], "lowdin_charge": [-0.07, -0.17, -0.52, 0.70, 0.09, 0.07, 0.00, -0.10]}


8.
{"formula": "C2H4OS2", "method": "ωB97M-V/def2-TZVPD", "de_lowest_kcal_mol": 103.8, "homo_lumo_gap_ha": [0.290, 0.290], "e_homo_ha": [-0.334, -0.334], "smiles": "C=C[S@H](=O)=S", "elements": ["C", "C", "S", "O", "S", "H", "H", "H", "H"], "coordinates": [[-1.3344, -0.0200, 1.0970], [-0.6599, 0.0872, -0.3613], [1.1393, -0.0626, -0.5952], [1.6891, -1.4443, -0.6848], [2.1513, 1.1309, 0.6370], [-2.3690, -0.3265, 1.3223], [-0.6011, -0.1114, 1.8618], [-1.1489, 0.1345, -1.3132], [1.1336, 0.6123, -1.9636]], "forces_ev_per_a": [[3.3, -0.5, -7.5], [-2.3, -1.1, 7.1], [1.5, 0.8, -0.3], [-1.7, 2.1, -0.2], [-1.2, -0.9, -1.1], [0.5, 0.8, -0.7], [0.4, 0.2, 0.6], [-0.6, -0.1, -0.1], [0.0, -1.3, 2.2]], "lowdin_charge": [0.09, -0.25, 0.29, -0.48, 0.18, 0.05, 0.01, 0.03, 0.09]}


9.
{"formula": "C2H4OS2", "method": "ωB97M-V/def2-TZVPD", "de_lowest_kcal_mol": 43.7, "homo_lumo_gap_ha": 0.311, "e_homo_ha": -0.333, "smiles": "OC=S.C=S", "elements": ["O", "C", "S", "H", "H", "C", "S", "H", "H"], "coordinates": [[1.0216, -1.0631, -0.5965], [1.7112, -0.3264, 0.2830], [2.8916, 0.6198, -0.1198], [0.4608, -1.8600, -0.3972], [1.5059, -0.5335, 1.3511], [-1.8219, 0.8746, -0.0984], [-3.0046, -0.2141, -0.0169], [-1.3176, 0.9419, -1.1137], [-1.4471, 1.5609, 0.7085]], "forces_ev_per_a": [[-0.6, -0.6, -1.2], [-1.2, -2.4, 1.5], [1.2, 1.4, -0.7], [0.9, 1.5, 0.8], [-0.3, 0.1, -0.5], [0.6, 0.1, -1.3], [0.2, 0.4, 0.5], [-0.3, 0.3, 1.5], [-0.6, -0.8, -0.7]], "lowdin_charge": [-0.09, -0.86, 0.73, 0.14, 0.07, -0.62, 0.59, 0.02, 0.03]}


10.
{"formula": "C2H4OS2", "method": "ωB97M-V/def2-TZVPD", "de_lowest_kcal_mol": 7.1, "homo_lumo_gap_ha": 0.329, "e_homo_ha": -0.323, "smiles": "OC(=S)CS", "elements": ["O", "C", "S", "C", "S", "H", "H", "H", "H"], "coordinates": [[-0.6612, 1.5828, -0.0560], [-0.9242, 0.3010, -0.0391], [-2.4243, -0.3049, -0.3659], [0.2260, -0.5659, 0.4816], [1.7940, -0.0689, -0.3772], [0.3367, 1.6898, -0.0798], [0.0061, -1.6902, 0.4371], [0.3240, -0.3467, 1.5823], [1.3229, -0.5971, -1.5829]], "forces_ev_per_a": [[1.2, 0.8, -0.4], [-1.1, -1.6, 0.6], [1.1, 0.4, 0.2], [-0.2, -0.9, 0.6], [-1.0, -1.1, -0.6], [-1.1, 0.0, 0.1], [0.3, 1.8, -0.3], [0.1, 0.0, -1.0], [0.6, 0.6, 1.0]], "lowdin_charge": [-0.04, -1.00, 0.69, -0.54, 0.71, 0.07, 0.10, 0.10, -0.07]}